{
  "formula": "C5H7F2NO2",
  "method": "the ωB97M-V functional and the def2-TZVPD basis",
  "total_energy_ev": -16315.97963,
  "species": ["O", "C", "O", "C", "N", "C", "C", "F", "C", "F", "H", "H", "H", "H", "H", "H", "H"],
  "positions_angstrom": [[-3.540764, 0.188300, 0.705723], [-2.694381, -0.131975, -0.044951], [-2.888882, -0.106337, -1.382091], [-1.290692, -0.559935, 0.391303], [-0.326159, 0.279787, -0.409354], [0.990718, -0.182565, -0.299702], [2.202010, 0.759982, -0.235998], [3.281769, 0.591823, -1.132582], [1.949149, -0.030699, 1.051505], [2.761919, -1.039530, 1.269743], [-2.077912, -0.231741, -2.022921], [-1.190584, -1.567334, -0.039578], [-1.113468, -0.529814, 1.417408], [-0.686450, 1.253696, -0.316249], [1.039165, -1.122263, -0.880555], [1.982678, 1.823447, 0.013812], [1.601891, 0.605151, 1.914492]],
  "forces_ev_per_a": [[-1.5278, 0.3267, 0.9463], [2.1922, -0.2838, -0.7248], [1.1992, -0.1971, -2.0151], [0.1837, 0.1525, -3.9211], [-2.9295, 0.4515, 0.8670], [1.9892, 1.2428, 1.2549], [-0.6801, 0.0928, -0.0220], [-1.3788, 0.0702, 1.5929], [-1.6056, 1.4929, -2.7736], [0.8182, -1.4068, 0.8853], [-1.8274, 0.2774, 2.5884], [0.1537, -0.0972, 0.6381], [0.0085, 0.0399, 1.7649], [1.7326, -0.7814, -0.0612], [0.9579, 0.3912, 0.7513], [0.2299, -0.6844, -1.0259], [0.4841, -1.0871, -0.7453]],
  "lowdin_charge": [0.14, -0.55, 0.06, -0.09, -0.06, -0.19, -0.18, -0.01, -0.21, 0.05, 0.17, 0.13, 0.10, 0.15, 0.16, 0.15, 0.16]
}

{
  "formula": "C3H14NO3S",
  "method": "the ωB97M-V functional and the def2-TZVPD basis",
  "total_energy_ev": -21799.84245,
  "total_charge": 1,
  "species": ["C", "O", "C", "C", "S", "N", "H", "H", "H", "H", "H", "H", "H", "H", "H", "H", "H", "H", "O", "H", "H", "O"],
  "positions_angstrom": [[-1.076811, 0.684616, 0.928668], [-0.857909, 1.907327, 0.242765], [0.153623, -0.223965, 0.625972], [-0.097553, -1.674847, 0.969803], [1.496684, -2.507195, 0.631086], [0.471111, -0.002096, -0.837025], [-1.143928, 0.737697, 2.015674], [-1.993711, 0.283888, 0.496319], [-0.417318, 2.580986, 0.766046], [0.972606, 0.252720, 1.152554], [-0.354380, -1.739769, 2.027392], [-0.901937, -2.100011, 0.378806], [1.235008, -3.747044, 1.078499], [-0.362767, -0.264612, -1.369808], [0.632082, 0.970119, -1.049546], [1.204838, -0.659435, -1.092229], [-1.595998, -1.194762, -3.598135], [-2.580617, -0.198015, -3.035287], [-1.629076, -0.366320, -3.114960], [2.838949, 2.369070, 0.379696], [2.032561, 2.671503, 1.627830], [1.974543, 2.220136, 0.775870]],
  "forces_ev_per_a": [[1.0002, -0.1711, -0.6641], [-0.5756, 0.0960, 0.0919], [-1.2412, 1.3928, 0.1791], [0.8610, -0.0203, -0.0832], [-0.0135, -0.2073, 0.1950], [-0.9077, -1.6485, 0.5304], [-0.2829, 0.3317, -0.0460], [-0.0414, -0.2174, 0.2049], [0.0968, -0.1295, 0.1949], [0.3196, -0.4931, 0.1409], [0.0342, 0.0168, -0.0672], [-0.1316, -0.0264, -0.1058], [-0.1449, 0.1372, -0.1230], [-0.1917, -0.0333, -0.5624], [0.4265, 0.5670, 0.1943], [0.3948, 0.2991, -0.3616], [0.1396, -0.1867, -0.2159], [0.2801, 0.1491, -0.0078], [-0.2717, 0.0083, 0.4710], [0.0949, 0.0626, -0.0555], [0.0455, -0.0338, -0.0522], [0.1088, 0.1068, 0.1422]],
  "lowdin_charge": [-0.18, -0.06, -0.39, -0.48, 0.76, 0.22, 0.14, 0.13, 0.09, 0.12, 0.10, 0.09, -0.12, 0.12, 0.15, 0.12, 0.05, 0.06, -0.05, 0.07, 0.07, -0.04]
}

{
  "formula": "C4H7IO2S",
  "method": "the ωB97M-V functional and the def2-TZVPD basis",
  "total_energy_ev": -27289.57162,
  "species": ["C", "C", "I", "C", "S", "C", "O", "O", "H", "H", "H", "H", "H", "H", "H"],
  "positions_angstrom": [[0.931702, 1.080472, -1.009422], [-0.384503, 1.081403, -0.847661], [-1.781835, 1.438641, -2.362281], [-0.985752, 0.859572, 0.745973], [-1.635695, -0.844039, 1.153681], [-0.370281, -1.996194, 0.356749], [-1.597766, -0.923669, 2.542236], [-2.856730, -1.100374, 0.398974], [1.304358, 1.208566, -1.997046], [1.730036, 1.298187, -0.285587], [-0.145240, 1.060777, 1.415530], [-1.876673, 1.577611, 1.045696], [-0.446451, -1.790862, -0.689624], [0.648189, -1.555471, 0.737585], [-0.469371, -3.115337, 0.777606]],
  "forces_ev_per_a": [[0.0745, 1.1424, -0.2721], [-1.1602, -0.6443, 3.8626], [0.3010, -0.3468, 0.2858], [-0.8059, 1.0829, -2.0411], [0.4177, -0.5175, -5.4329], [1.2745, 0.2605, 3.4770], [0.0174, -0.2589, 3.3638], [0.8613, 0.6043, 0.8557], [0.2046, -0.0073, -0.8705], [-0.8100, -0.8576, 0.3655], [-0.1245, -0.1961, -0.0680], [1.7573, -1.4784, -0.8985], [-0.1518, -0.5073, -0.6362], [-1.7394, -1.0241, -0.7335], [-0.1164, 2.7482, -1.2578]],
  "lowdin_charge": [-0.10, -0.81, 0.86, -0.24, 0.56, -0.14, -0.31, -0.36, 0.04, 0.08, 0.07, 0.13, 0.02, 0.08, 0.12]
}

{
  "formula": "C7H13N2S",
  "method": "the ωB97M-V functional and the def2-TZVPD basis",
  "total_energy_ev": -21273.35579,
  "total_charge": 1,
  "species": ["C", "C", "C", "C", "C", "C", "C", "N", "N", "S", "H", "H", "H", "H", "H", "H", "H", "H", "H", "H", "H", "H", "H"],
  "positions_angstrom": [[2.041334, -0.870297, 2.735039], [-0.688509, 1.304488, -2.509166], [2.278475, -1.727424, 1.785930], [0.835722, 0.151650, -1.012729], [1.840930, 0.512081, 2.480382], [2.424016, -2.729154, 0.963731], [-2.793362, 0.217737, -3.044687], [-1.840848, 1.373445, -3.125762], [-0.422326, 0.368211, -1.579987], [2.101245, 1.210826, -1.263300], [2.112310, -1.194456, 3.769342], [0.113606, 2.058319, -2.459438], [0.808248, 0.953562, 2.399619], [2.184766, 0.824039, 1.564131], [2.374941, 1.044606, 3.262941], [3.322289, -2.880931, 0.391121], [1.609594, -3.439665, 0.827899], [2.884157, 0.416084, -0.557083], [-2.131194, -0.730205, -2.785784], [-3.452536, 0.333497, -2.208616], [-3.409384, 0.232881, -3.909868], [-1.977032, 1.948241, -4.020399], [-1.089940, -0.351035, -1.281875]],
  "forces_ev_per_a": [[0.1962, -2.2842, 0.0559], [-0.5192, 0.3770, 1.4291], [-0.0924, -1.0307, 0.3053], [-0.4791, -0.4689, 0.2509], [-2.0654, 2.9972, 1.3444], [-0.3048, 0.1369, -0.0580], [2.3748, -0.9586, 1.5577], [-0.0024, -0.1564, -2.1516], [0.5267, -0.1108, 0.0532], [-0.6517, 0.0813, -0.4279], [0.2015, -0.0985, -0.0863], [-0.7080, 0.0053, -1.2440], [0.3984, -0.8373, 0.8386], [1.4390, 0.5108, -2.0699], [-0.0934, 0.5476, -0.0800], [0.3595, -0.2420, 0.1589], [0.0099, 0.3122, -0.2950], [0.7017, -0.1064, 0.3264], [-1.8108, 1.5973, -1.4232], [-0.3083, 0.3173, 0.6385], [-0.0633, -0.5655, -0.8999], [0.6441, -0.6191, 2.1590], [0.2470, 0.5956, -0.3821]],
  "lowdin_charge": [-0.19, -0.10, -0.12, -0.42, -0.14, 0.00, 0.00, 0.05, -0.06, 0.88, 0.12, 0.13, 0.10, -0.01, 0.09, 0.05, 0.06, -0.11, 0.14, 0.09, 0.09, 0.21, 0.13]
}